Entry 1:
C32H38BI2N4PRh | ωB97M-V with the def2-TZVPD basis set

Element x y z (Å)
Rh  -0.1168  0.0894  -0.0249
C  3.8441  -2.8071  1.8748
C  4.9290  -1.8567  2.2997
C  5.8757  -2.2432  3.2431
C  6.9036  -1.3955  3.6275
C  7.0058  -0.1304  3.0699
C  6.0728  0.2779  2.1307
C  5.0444  -0.5749  1.7516
N  4.1383  -0.1334  0.7344
C  2.7920  -0.0182  0.9056
N  2.3882  0.0098  2.1865
C  1.0948  0.1184  2.7419
C  -0.0786  0.1880  1.9930
C  -1.2784  0.3621  2.6889
C  -1.3104  0.4121  4.0718
C  -0.1358  0.3052  4.7970
C  1.0779  0.1705  4.1493
C  2.3618  0.1477  4.9421
N  1.9641  0.0821  -0.1003
C  2.5570  -0.0329  -1.4100
C  2.6165  -1.2802  -2.0156
C  3.1109  -1.4282  -3.2996
C  3.5431  -0.3066  -3.9948
C  3.5304  0.9290  -3.3721
C  3.0721  1.0886  -2.0635
C  3.1879  2.4262  -1.3829
H  4.1323  -3.8326  2.0993
H  3.6584  -2.7270  0.8021
H  2.9045  -2.6017  2.3957
H  5.8154  -3.2383  3.6662
H  7.6306  -1.7290  4.3554
H  7.8078  0.5338  3.3605
H  6.1343  1.2608  1.6811
H  4.4912  -0.0290  -0.2041
H  3.1404  -0.0042  2.8579
H  -2.2113  0.4683  2.1618
H  -2.2577  0.5432  4.5775
H  -0.1574  0.3385  5.8789
H  2.1411  0.1813  6.0063
H  2.9817  1.0202  4.7152
H  2.9566  -0.7531  4.7615
H  2.2551  -2.1303  -1.4670
H  3.1603  -2.4091  -3.7539
H  3.8980  -0.3984  -5.0122
H  3.8934  1.7999  -3.9045
H  3.2702  3.2255  -2.1186
H  4.0882  2.4659  -0.7643
H  2.3416  2.6295  -0.7321
I  -0.5381  0.5555  -2.8282
C  -0.5413  2.6194  -2.3386
I  -0.4028  2.8482  -0.2159
H  -1.4880  3.0483  -2.6432
H  0.3145  3.1043  -2.7909
C  0.7330  -3.6535  -0.3540
P  -0.3324  -2.2730  0.1620
C  -0.8304  -2.7537  1.8318
C  -1.7925  -2.6212  -0.8571
C  -3.0782  -2.6835  -0.3323
C  -4.1695  -2.8082  -1.1777
C  -3.9852  -2.8869  -2.5498
C  -2.7046  -2.8409  -3.0829
C  -1.6136  -2.6967  -2.2400
H  1.0100  -3.5763  -1.4003
H  0.1512  -4.5628  -0.2082
H  1.6408  -3.6957  0.2480
H  -1.2607  -3.7553  1.8000
H  -1.5502  -2.0464  2.2331
H  0.0425  -2.7496  2.4866
H  -3.2442  -2.6174  0.7346
H  -5.1673  -2.8260  -0.7620
H  -4.8413  -2.9716  -3.2052
H  -2.5540  -2.9075  -4.1523
H  -0.6159  -2.6396  -2.6674
B  -4.7882  0.5874  -0.0825
C  -3.2472  0.3001  -0.1074
N  -2.1045  0.1291  -0.0696
H  -5.2589  0.3757  -1.1783
H  -5.2727  -0.1605  0.7422
H  -4.8851  1.7658  0.1914

Results
* Kohn-Sham gap: 7.4 eV
* E_LUMO: -3.583 eV
* highest occupied orbital energy: -11.0 eV
* total charge: +1
* strongest force on any atom: 1.434 eV Å⁻¹
* electronic energy: -68931.994 eV
* relative energy (zero: lowest compared OMol25 entry of this formula, charge and spin): 0.128 eV

How is the electron density shared among the atoms? According to Mulliken, the charges in e are:
1. Rh -0.4185
2. C -0.8565
3. C 1.4463
4. C -0.8183
5. C -0.6994
6. C -0.6616
7. C -0.6372
8. C -0.5399
9. N 0.4548
10. C -0.1692
11. N 0.1720
12. C 0.9823
13. C -0.3212
14. C -0.6100
15. C -1.0525
16. C -0.9151
17. C 1.2004
18. C -1.6140
19. N 1.7228
20. C -2.0305
21. C 0.6247
22. C -1.2902
23. C -0.8246
24. C -0.8904
25. C 1.5945
26. C -1.2834
27. H 0.5731
28. H -0.0441
29. H 0.2289
30. H 0.4408
31. H 0.4155
32. H 0.4199
33. H 0.4939
34. H 0.2860
35. H -0.1642
36. H 0.6026
37. H 0.4925
38. H 0.3934
39. H 0.4192
40. H 0.3966
41. H 0.3113
42. H 0.3900
43. H 0.4918
44. H 0.4380
45. H 0.4649
46. H 0.4579
47. H 0.2695
48. H 0.0603
49. I 0.2297
50. C -0.8908
51. I 0.2194
52. H 0.5927
53. H 0.4658
54. C -1.5736
55. P 2.4717
56. C -1.8632
57. C 0.5114
58. C -0.7372
59. C -0.4258
60. C -0.5990
61. C -0.8027
62. C -1.0577
63. H 0.5309
64. H 0.5203
65. H 0.3638
66. H 0.5633
67. H 0.4399
68. H 0.2916
69. H 0.2387
70. H 0.4352
71. H 0.4095
72. H 0.4375
73. H 0.5917
74. B 0.6053
75. C -0.2294
76. N -0.7644
77. H -0.1198
78. H -0.1143
79. H -0.1438

***

Entry 2:
C52H99BNO21S | ωB97M-V with the def2-TZVPD basis set

Element x y z (Å)
C  0.0563  1.6403  0.1177
C  -0.2749  0.1690  0.2766
O  -1.1567  -0.3061  -0.4535
N  0.3605  -0.5679  1.2371
C  0.3926  -1.9826  0.8838
B  1.7893  -0.1059  1.7805
C  2.9889  -0.2855  0.6379
C  4.3397  -0.5095  1.3068
C  5.5941  -0.6949  0.3898
S  5.3865  -0.6016  -1.4164
O  2.1264  -0.9809  2.9284
C  1.8842  -0.2827  4.1581
C  3.0019  -0.7271  5.1547
O  3.0435  -1.9471  5.4335
O  3.7696  0.1633  5.6105
C  1.8863  1.2173  3.7599
C  0.6485  1.9526  4.3498
O  0.3140  1.5847  5.5173
O  0.0888  2.8569  3.7031
O  1.8501  1.2433  2.3350
H  1.1180  1.8562  0.1591
H  -0.3490  1.9521  -0.8537
H  -0.4481  2.2088  0.9094
H  1.0672  -2.5282  1.5456
H  -0.6072  -2.4379  0.9436
H  0.7520  -2.1213  -0.1473
H  2.7750  -1.0865  -0.0900
H  3.0528  0.6409  0.0402
H  4.2957  -1.3926  1.9549
H  4.5431  0.3434  1.9688
H  5.9875  -1.7116  0.5186
H  6.3940  -0.0012  0.6682
H  4.7712  0.5684  -1.6103
H  0.8943  -0.5888  4.5112
H  2.8321  1.6670  4.0699
C  -5.1531  2.6936  3.2147
C  -3.6903  3.1102  3.1062
O  -3.1592  3.1778  2.0278
C  -3.0066  3.4388  4.4090
H  -5.5461  2.4877  2.2204
H  -5.2396  1.7962  3.8302
H  -5.7359  3.4922  3.6804
H  -3.0396  2.5831  5.0850
H  -3.5351  4.2793  4.8741
H  -1.9567  3.6895  4.2374
C  -0.1357  1.9157  -4.8820
C  -0.5159  0.6971  -4.0627
O  0.1788  0.3085  -3.1632
C  -1.8056  -0.0039  -4.4334
H  0.7962  2.3129  -4.5033
H  -0.0151  1.6377  -5.9338
H  -0.9125  2.6788  -4.8079
H  -1.7441  -0.3611  -5.4644
H  -2.6476  0.6826  -4.3450
H  -1.9533  -0.8471  -3.7600
C  -2.5023  -4.6365  0.5787
C  -3.9209  -4.6433  1.0669
O  -4.7439  -5.4417  0.6587
C  -4.2680  -3.6020  2.0981
H  -2.3619  -5.4166  -0.1677
H  -2.2653  -3.6637  0.1409
H  -1.8161  -4.8010  1.4105
H  -4.0833  -2.6050  1.6944
H  -3.6377  -3.7260  2.9796
H  -5.3151  -3.6969  2.3805
C  2.5193  3.1464  7.2022
C  3.2353  4.1628  6.3497
O  3.0899  4.0712  5.1566
C  4.1211  5.2338  6.9587
H  1.9463  2.5008  6.5304
H  3.2229  2.5405  7.7790
H  1.8289  3.6516  7.8867
H  4.9295  4.7663  7.5256
H  3.5460  5.8758  7.6301
H  4.5383  5.8142  6.1333
C  5.6909  4.4625  3.3486
C  6.4853  5.6795  3.7306
O  6.0824  6.5152  4.5123
C  7.8552  5.8239  3.0943
H  4.7310  4.4528  3.8619
H  5.5194  4.4431  2.2703
H  6.2470  3.5631  3.6234
H  7.7562  5.8634  2.0083
H  8.4750  4.9636  3.3519
H  8.3333  6.7358  3.4494
C  4.1626  -4.5876  -2.6676
C  2.8428  -3.8900  -2.8980
O  2.1683  -3.4990  -1.9818
C  2.3782  -3.7059  -4.3299
H  4.3569  -4.6356  -1.6026
H  4.1336  -5.6019  -3.0704
H  4.9710  -4.0329  -3.1490
H  2.2531  -4.6834  -4.8042
H  3.0998  -3.1215  -4.9028
H  1.4283  -3.1797  -4.3127
C  -7.4165  -5.6832  -1.0136
C  -8.4293  -5.5903  -2.1237
O  -8.9294  -4.5464  -2.4722
C  -8.8041  -6.8944  -2.8000
H  -7.2221  -4.6972  -0.6024
H  -7.7918  -6.3326  -0.2210
H  -6.4772  -6.0986  -1.3791
H  -9.2232  -7.5872  -2.0684
H  -7.9179  -7.3538  -3.2407
H  -9.5383  -6.7037  -3.5800
C  0.0448  -0.9462  9.7789
C  -0.1941  0.5375  9.5885
O  -0.3398  1.2677  10.5516
C  -0.2288  1.0115  8.1683
H  0.0543  -1.1850  10.8424
H  -0.7432  -1.5149  9.2830
H  0.9985  -1.2267  9.3298
H  -1.0243  0.5083  7.6179
H  0.7148  0.7848  7.6670
H  -0.3995  2.0834  8.1255
C  -3.9559  4.0176  -7.1114
C  -4.3742  2.8084  -6.3023
O  -3.6987  2.4110  -5.3849
C  -5.6643  2.1403  -6.7125
H  -3.0168  4.4051  -6.7229
H  -3.8287  3.7395  -8.1595
H  -4.7217  4.7929  -7.0484
H  -5.5880  1.7886  -7.7423
H  -6.4909  2.8497  -6.6353
H  -5.8581  1.2905  -6.0623
C  -0.5269  8.2922  6.2149
C  -1.5763  7.3511  5.6598
O  -2.5566  7.0632  6.3085
C  -1.3213  6.8196  4.2763
H  -0.8151  8.6127  7.2143
H  0.4373  7.7839  6.2606
H  -0.4276  9.1649  5.5664
H  -0.3780  6.2697  4.2478
H  -1.2754  7.6572  3.5760
H  -2.1195  6.1454  3.9791
C  -2.5916  -6.2733  -6.2207
C  -1.6619  -5.0831  -6.1028
O  -1.3208  -4.4621  -7.0837
C  -1.2059  -4.7359  -4.7116
H  -2.8547  -6.4313  -7.2646
H  -2.1030  -7.1676  -5.8308
H  -3.4983  -6.0971  -5.6395
H  -0.6718  -5.5804  -4.2731
H  -2.0722  -4.5053  -4.0888
H  -0.5526  -3.8703  -4.7280
C  3.4627  -8.5474  -0.0617
C  4.4481  -7.4255  0.1830
O  4.9819  -6.8440  -0.7311
C  4.7128  -7.0553  1.6205
H  3.3540  -8.7096  -1.1319
H  3.8158  -9.4658  0.4116
H  2.4928  -8.2878  0.3648
H  5.1151  -7.9149  2.1611
H  3.7872  -6.7415  2.1054
H  5.4238  -6.2346  1.6614
C  -3.1540  -0.8355  -7.8589
C  -4.3715  -1.1814  -8.6708
O  -5.2271  -0.3622  -8.9220
C  -4.4835  -2.6097  -9.1497
H  -3.1882  0.2107  -7.5633
H  -3.1153  -1.4533  -6.9617
H  -2.2473  -1.0231  -8.4362
H  -4.4900  -3.2871  -8.2953
H  -3.6275  -2.8600  -9.7780
H  -5.4033  -2.7341  -9.7176
C  3.4757  6.0422  -4.7303
C  2.8272  4.9343  -5.5276
O  1.8399  4.3672  -5.1351
C  3.4865  4.5626  -6.8388
H  2.9129  6.2043  -3.8146
H  4.5014  5.7700  -4.4764
H  3.4947  6.9643  -5.3154
H  4.5126  4.2368  -6.6613
H  3.5062  5.4260  -7.5072
H  2.9289  3.7546  -7.3066

Results
* Kohn-Sham gap: 2.8 eV
* E_LUMO: 3.887 eV
* highest occupied orbital energy: 1.0 eV
* total charge: -3
* strongest force on any atom: 1.675 eV Å⁻¹
* electronic energy: -111529.270 eV

Mulliken atomic charge list, values in e, 99 entries:
1. C -0.5706
2. C 0.4917
3. O -0.7263
4. N -0.0580
5. C -0.8376
6. B 1.1123
7. C 0.1644
8. C -0.2733
9. C -0.7933
10. S -0.2780
11. O -1.0060
12. C 0.2246
13. C 0.1925
14. O -0.8327
15. O -0.6597
16. C 0.6226
17. C -0.0395
18. O -0.6483
19. O -0.9348
20. O -0.1418
21. H 0.1454
22. H 0.1816
23. H 0.1161
24. H 0.3119
25. H -0.2234
26. H 0.2721
27. H 0.0632
28. H -0.0018
29. H 0.2661
30. H -0.0206
31. H 0.2876
32. H 0.3753
33. H 0.0565
34. H 0.1082
35. H 0.0636
36. C -1.2740
37. C 0.9242
38. O -0.5426
39. C -0.6664
40. H 0.3354
41. H 0.3102
42. H 0.3295
43. H 0.4398
44. H 0.4288
45. H -0.1897
46. C -1.0862
47. C 0.6757
48. O -0.4635
49. C -0.7696
50. H 0.2872
51. H 0.3459
52. H 0.3108
53. H -0.0259
54. H 0.4285
55. H 0.3019
56. C -1.0202
57. C 0.8840
58. O -0.6118
59. C -1.1361
60. H 0.2880
61. H 0.2438
62. H 0.4087
63. H 0.3176
64. H 0.3504
65. H 0.3213
66. C -0.1144
67. C 0.7078
68. O -0.5073
69. C -1.3288
70. H -0.5137
71. H 0.3508
72. H 0.3590
73. H 0.3095
74. H 0.3638
75. H 0.2618
76. C -0.6440
77. C 0.8331
78. O -0.5791
79. C -1.2255
80. H -0.0579
81. H 0.4023
82. H 0.3696
83. H 0.3124
84. H 0.3087
85. H 0.3291
86. C -1.1063
87. C 0.9459
88. O -0.4773
89. C -0.8700
90. H 0.1509
91. H 0.3385
92. H 0.3713
93. H 0.3414
94. H 0.4117
95. H -0.1123
96. C -0.9970
97. C 0.8100
98. O -0.5588
99. C -1.0531

***

Entry 3:
C7H14NOS | ωB97M-V with the def2-TZVPD basis set

Element x y z (Å)
C  0.4189  -1.0532  0.1091
C  -1.1891  0.8598  1.0702
C  -1.0020  -0.8644  -0.3368
C  1.2849  0.2123  -0.2377
C  1.7300  0.2558  -1.7091
C  2.4529  0.2458  0.7521
C  -3.1489  0.3273  -0.2536
N  -1.8274  -0.0027  0.1158
O  0.4458  -1.2932  1.5989
S  0.1530  1.7099  0.1706
H  0.8272  -1.7583  -0.5916
H  -1.9035  1.6388  1.5796
H  -0.6081  0.2532  1.8237
H  -1.4108  -1.3261  -1.2610
H  2.3718  1.0766  -2.0763
H  0.8560  0.6156  -2.3536
H  2.1633  -0.6403  -2.0108
H  2.2043  0.0288  1.8545
H  2.9748  1.2946  0.6928
H  3.1283  -0.4533  0.2553
H  -3.2015  1.3630  -0.0855
H  -3.4496  -0.1010  -1.2410
H  -3.8139  -0.1617  0.4225
H  0.5436  -2.2273  1.7119

Results
* Kohn-Sham gap: 8.1 eV
* E_LUMO: -4.678 eV
* highest occupied orbital energy: -12.8 eV
* SMILES: C[N+]1=C[C@H](O)C(C)(C)SC1
* total charge: +1
* strongest force on any atom: 3.952 eV Å⁻¹
* electronic energy: -21849.984 eV
* relative energy (zero: lowest compared OMol25 entry of this formula, charge and spin): 1.264 eV

How is the electron density shared among the atoms? According to natural (NBO), the charges in e are:
1. C -0.0300
2. C -0.4412
3. C 0.2605
4. C -0.0790
5. C -0.6719
6. C -0.6472
7. C -0.4181
8. N -0.2311
9. O -0.7028
10. S 0.2122
11. H 0.2397
12. H 0.2776
13. H 0.3018
14. H 0.2305
15. H 0.2666
16. H 0.2371
17. H 0.2271
18. H 0.2624
19. H 0.2472
20. H 0.2176
21. H 0.2422
22. H 0.2473
23. H 0.2476
24. H 0.5038

***

Entry 4:
C17H21FN2O2 | ωB97M-V with the def2-TZVPD basis set

Element x y z (Å)
C  -2.6372  4.0062  5.5004
C  -1.5680  5.0306  5.4837
N  -0.3280  4.6748  5.5849
F  -0.3874  2.4735  5.7654
C  0.6758  5.4754  5.6293
C  2.0227  4.9221  5.8158
C  0.4613  6.8492  5.5505
C  -0.8385  7.3467  5.4297
C  -1.0664  8.8255  5.3316
C  -1.8710  6.3904  5.3996
H  -3.5946  4.5392  5.4554
H  -2.5594  3.3272  4.6404
H  -2.5892  3.4176  6.4264
H  2.7481  5.7465  5.7822
H  2.0793  4.4285  6.7969
H  2.2514  4.1891  5.0289
H  1.3213  7.5071  5.6094
H  -2.1318  9.0445  5.2478
H  -0.6693  9.3440  6.2115
H  -0.5515  9.2275  4.4521
H  -2.9187  6.6749  5.3332
C  4.4505  1.4783  5.1439
C  3.4643  1.6134  6.2652
O  2.1728  1.2897  5.6771
C  1.2107  1.2324  6.6057
C  -0.1275  1.1724  5.9028
C  -1.2213  0.4364  6.6234
C  -1.3719  0.6304  7.9981
C  -2.3679  -0.1027  8.6556
N  -3.0638  -1.0566  8.0485
C  -2.8668  -1.3002  6.7554
C  -1.9306  -0.5979  5.9823
O  1.3953  1.4611  7.8012
H  5.3027  2.1138  5.3715
H  4.7949  0.4414  5.1105
H  4.0554  1.7501  4.1603
H  3.6299  0.8842  7.0643
H  3.4174  2.6350  6.6590
H  -0.1031  0.9718  4.8243
H  -0.7353  1.3060  8.5616
H  -2.5760  0.1270  9.6968
H  -3.4792  -2.0680  6.2933
H  -1.7882  -0.8645  4.9397

Results
* Kohn-Sham gap: 9.3 eV
* E_LUMO: 0.788 eV
* highest occupied orbital energy: -8.6 eV
* SMILES: CCOC(=O)[C@H](F)c1ccncc1.Cc1cc(C)nc(C)c1
* strongest force on any atom: 2.392 eV Å⁻¹
* electronic energy: -27761.286 eV
* relative energy (zero: lowest compared OMol25 entry of this formula, charge and spin): 1.852 eV

How is the electron density shared among the atoms? According to natural (NBO), the charges in e are:
1. C -0.6352
2. C 0.2342
3. N -0.4424
4. F -0.3209
5. C 0.2412
6. C -0.6436
7. C -0.2675
8. C 0.0285
9. C -0.6343
10. C -0.2646
11. H 0.2053
12. H 0.2251
13. H 0.2328
14. H 0.2089
15. H 0.2273
16. H 0.2246
17. H 0.2008
18. H 0.2166
19. H 0.2236
20. H 0.2238
21. H 0.2032
22. C -0.6341
23. C -0.0792
24. O -0.4918
25. C 0.7696
26. C 0.0926
27. C -0.0377
28. C -0.2391
29. C 0.0421
30. N -0.4160
31. C 0.0346
32. C -0.2449
33. O -0.5953
34. H 0.2161
35. H 0.2123
36. H 0.2259
37. H 0.2013
38. H 0.1948
39. H 0.1991
40. H 0.2540
41. H 0.1942
42. H 0.1932
43. H 0.2213